A molecular structure, C41H37BCaN4O7S2Se. Source: OMol25; level of theory: ωB97M-V/def2-TZVPD.

ΔE to the lowest compared entry with this formula, charge and spin in kcal per mole: 35.7
Total charge: -2
Maximum force in eV/A: 0.56

Element x y z (Å)
Ca: 0.853 0.904 0.362
O: -1.809 2.591 -2.210
C: -1.426 1.921 -1.264
O: -0.990 2.264 -0.118
C: -1.295 0.394 -1.434
O: -0.143 -0.048 -1.575
O: -2.289 -0.429 -1.292
S: 2.332 3.168 2.276
C: 2.637 3.473 0.553
N: 2.227 2.808 -0.475
C: 2.587 3.417 -1.665
C: 2.281 2.931 -2.933
C: 2.707 3.645 -4.036
C: 3.429 4.833 -3.889
C: 3.725 5.331 -2.632
C: 3.298 4.615 -1.522
S: 3.504 4.960 0.171
H: 1.709 2.017 -3.028
H: 2.474 3.283 -5.029
H: 3.755 5.374 -4.768
H: 4.280 6.255 -2.518
C: -0.989 -0.471 3.713
C: -1.194 -1.684 2.847
C: -2.323 -2.482 2.994
C: -2.570 -3.542 2.136
C: -1.681 -3.816 1.109
C: -0.530 -3.056 0.941
C: 0.427 -3.311 -0.188
C: -0.287 -2.006 1.831
N: 0.855 -1.198 1.610
C: 1.911 -1.283 2.313
C: 2.038 -2.269 3.445
C: 3.099 -0.301 2.069
C: 4.391 -0.941 2.613
N: 3.152 0.043 0.708
C: 4.237 0.556 0.039
C: 4.233 0.256 -1.365
C: 3.159 -0.640 -1.912
C: 5.188 0.755 -2.226
C: 6.212 1.580 -1.774
C: 6.243 1.875 -0.427
C: 5.303 1.394 0.489
C: 5.528 1.867 1.911
H: -1.603 -0.535 4.612
H: -1.283 0.435 3.175
H: 0.050 -0.322 4.004
H: -3.026 -2.251 3.786
H: -3.471 -4.132 2.248
H: -1.890 -4.615 0.408
H: 0.072 -4.130 -0.814
H: 1.426 -3.558 0.180
H: 0.524 -2.417 -0.808
H: 1.069 -2.677 3.725
H: 2.492 -1.781 4.307
H: 2.689 -3.094 3.152
H: 4.410 -2.007 2.389
H: 4.485 -0.798 3.691
H: 5.253 -0.503 2.125
H: 3.122 -1.586 -1.365
H: 3.336 -0.844 -2.971
H: 2.160 -0.209 -1.828
H: 5.122 0.501 -3.280
H: 6.950 1.988 -2.454
H: 7.022 2.530 -0.044
H: 5.743 2.939 1.908
H: 6.394 1.365 2.360
H: 4.677 1.704 2.560
Se: -4.641 1.431 -0.850
C: -5.449 0.767 0.749
C: -6.604 1.411 1.199
C: -7.230 1.028 2.375
C: -6.719 -0.021 3.129
C: -5.571 -0.666 2.688
C: -4.934 -0.277 1.517
H: -7.016 2.221 0.608
H: -8.124 1.548 2.698
H: -7.205 -0.329 4.047
H: -5.158 -1.484 3.267
H: -4.040 -0.793 1.203
O: 2.774 0.764 3.010
N: 1.707 1.654 2.542
O: -3.846 -0.182 -3.136
B: -3.717 -0.263 -1.665
O: -4.406 -1.501 -1.269
C: -4.933 -2.019 -2.393
C: -5.697 -3.156 -2.525
C: -6.134 -3.506 -3.811
C: -5.805 -2.731 -4.909
C: -5.025 -1.574 -4.769
C: -4.598 -1.232 -3.505
H: -5.947 -3.752 -1.657
H: -6.740 -4.395 -3.943
H: -6.154 -3.019 -5.894
H: -4.758 -0.959 -5.619

These are the Löwdin partial charges, in e, on atoms 1 to 8: number 1, Ca, carries 1.382; number 2, O, carries 0.039; number 3, C, carries -0.691; number 4, O, carries -0.140; number 5, C, carries -0.417; number 6, O, carries -0.052; number 7, O, carries 0.176; number 8, S, carries 0.834